# 1
A structure of composition C21H27O2SiSn at a distorted geometry. Source: OMol25; level of theory: the ωB97M-V functional and the def2-TZVPD basis.

Properties
**Total charge**: -1
**Largest force on an atom**: 5.359 eV/Å
**ΔE to the lowest compared entry with this formula, charge and spin**: 378.5 kJ/mol
**E_LUMO (alpha / beta)**: 3.0 / 2.4 eV
**HOMO level (alpha / beta)**: -2.0329 / -1.7899 eV
**Orbital gap (alpha / beta)**: 4.99 / 4.15 eV

Atoms and positions in Å:
C 0.753 -1.931 1.934
C -0.715 -2.001 1.870
C -1.090 -2.144 0.483
H -1.470 -1.472 2.535
C 0.133 -2.354 -0.271
C 1.271 -2.041 0.578
H 2.348 -2.093 0.320
H 1.450 -1.407 2.678
H -2.146 -2.266 0.136
H 0.197 -2.791 -1.264
C -1.178 2.165 0.303
C -1.214 1.908 1.689
C 0.243 1.703 2.131
H -1.993 1.299 2.219
C 1.107 2.007 0.890
C 0.200 2.401 -0.139
H 0.474 2.831 -1.106
H -2.102 2.304 -0.288
H 0.888 1.717 3.106
H 2.206 2.113 0.942
Sn 0.167 0.008 -0.086
O -0.926 0.185 -1.693
C -1.156 -0.815 -2.680
C 0.024 -0.967 -3.536
H -1.464 -1.761 -2.221
H -1.978 -0.281 -3.156
H 0.771 -1.685 -3.203
H 0.954 -2.029 -5.750
C 0.743 -0.958 -5.855
C 0.222 -0.263 -4.714
C -0.077 1.140 -4.876
H -0.446 1.697 -4.005
C 0.132 1.768 -6.097
H -0.096 2.833 -6.192
C 0.620 1.053 -7.204
H 0.770 1.560 -8.160
C 0.916 -0.314 -7.071
H 1.294 -0.876 -7.929
C 1.724 0.208 4.778
Si -0.008 -0.011 4.259
C -0.558 -1.621 4.814
C -1.146 1.310 4.741
O 0.021 0.211 2.502
H 1.578 0.182 5.862
H 2.192 1.160 4.526
H 2.397 -0.606 4.506
H -0.426 -1.463 5.884
H -1.601 -1.837 4.616
H 0.077 -2.434 4.486
H -0.854 2.312 4.432
H -2.180 1.119 4.457
H -1.048 1.224 5.820

Forces on atoms 1 to 3 (eV/Å):
C 0.437 -0.015 -1.252
C 0.482 1.204 -1.215
C 1.155 -1.493 0.710


# 2
The molecule C5H14N2O at a distorted geometry. Source: OMol25; level of theory: the ωB97M-V functional and the def2-TZVPD basis.

Properties
**Largest force on an atom**: 4.070 eV/Å
**ΔE to the lowest compared entry with this formula, charge and spin**: 348.6 kJ/mol
**E_LUMO**: 0.9 eV
**HOMO level**: -8.4573 eV
**Orbital gap**: 9.40 eV

Atoms and positions in Å:
C -0.813 -0.808 -2.207
O -0.328 -1.186 -0.942
C -0.416 -0.360 0.462
C -1.420 0.778 0.307
N -0.921 -1.290 1.428
C 1.038 0.004 0.720
C 1.280 1.266 1.529
N 1.963 0.206 -0.657
H -1.887 -1.022 -2.283
H -0.633 0.254 -2.413
H -0.300 -1.403 -2.974
H -1.642 1.253 1.270
H -1.038 1.548 -0.366
H -2.372 0.418 -0.097
H -0.306 -2.099 1.467
H -1.825 -1.637 1.118
H 1.568 -0.835 1.178
H 0.898 2.157 1.020
H 0.800 1.212 2.511
H 2.352 1.395 1.704
H 2.611 -0.260 -1.297
H 1.391 0.410 -1.479

Forces on atoms 1 to 3 (eV/Å):
C -0.300 0.452 0.657
O 0.011 -0.034 2.021
C -1.048 -1.213 -2.646


# 3
A cluster of 6 separate species, H12O6 in total. Source: OMol25; level of theory: the ωB97M-V functional and the def2-TZVPD basis.

Properties
**Largest force on an atom**: 0.911 eV/Å
**ΔE to the lowest compared entry with this formula, charge and spin**: 99.0 kJ/mol
**E_LUMO**: 0.2 eV
**HOMO level**: -10.6651 eV
**Orbital gap**: 10.83 eV

Atoms and positions in Å:
O 0.395 2.952 1.803
H -0.448 2.842 1.308
H 1.051 2.909 1.095
O 1.505 2.219 -1.248
H 2.302 2.740 -1.125
H 0.761 2.833 -1.306
O 0.289 -0.184 0.099
H 0.191 -0.842 -0.601
H 0.825 0.546 -0.268
O 0.503 -2.897 -1.105
H 1.288 -3.449 -1.047
H -0.068 -3.221 -1.810
O -1.258 -3.738 0.918
H -0.587 -3.579 0.235
H -1.254 -2.903 1.404
O -1.770 1.504 0.856
H -2.557 1.452 0.299
H -1.169 0.815 0.496

Forces on atoms 1 to 3 (eV/Å):
O -0.343 0.220 -0.815
H 0.407 -0.199 0.691
H 0.043 -0.050 0.281


# 4
A structure of composition Cl4Li at a distorted geometry. Source: OMol25; level of theory: the ωB97M-V functional and the def2-TZVPD basis.

Properties
**Total charge**: -3
**Largest force on an atom**: 4.059 eV/Å
**ΔE to the lowest compared entry with this formula, charge and spin**: 356.0 kJ/mol
**E_LUMO**: 8.4 eV
**HOMO level**: 3.8655 eV
**Orbital gap**: 4.53 eV

Atoms and positions in Å:
Li 0.365 -0.136 0.076
Cl -0.987 1.530 0.244
Cl 1.644 0.684 -1.135
Cl -0.301 -0.834 1.949
Cl -0.721 -1.244 -1.134

Forces on atoms 1 to 3 (eV/Å):
Li -0.328 0.130 1.450
Cl -1.559 2.562 0.195
Cl 3.398 1.294 -1.804


# 5
A structure of composition C5H8O3Tl at a distorted geometry. Source: OMol25; level of theory: the ωB97M-V functional and the def2-TZVPD basis.

Properties
**Largest force on an atom**: 2.332 eV/Å
**ΔE to the lowest compared entry with this formula, charge and spin**: 100.4 kJ/mol
**2S+1**: 2
**E_LUMO (alpha / beta)**: 0.1 / -1.7 eV
**HOMO level (alpha / beta)**: -9.1157 / -9.2382 eV
**Orbital gap (alpha / beta)**: 9.24 / 7.51 eV

Atoms and positions in Å:
O -1.393 1.811 -0.523
O -0.154 1.168 1.199
C -1.145 0.965 0.455
O -1.922 -0.018 0.549
Tl -0.683 -0.750 2.341
C -0.256 3.425 -1.024
C -0.222 4.258 0.101
C 1.059 3.013 -1.652
C 0.951 1.750 -2.504
H -0.974 3.754 -1.791
H -1.126 4.770 0.436
H 0.635 4.253 0.778
H 1.410 3.840 -2.290
H 1.804 2.864 -0.858
H 1.880 1.567 -3.060
H 0.131 1.847 -3.233
H 0.765 0.875 -1.862

Forces on atoms 1 to 3 (eV/Å):
O 0.042 0.898 -0.738
O 0.935 0.274 0.707
C 0.106 1.628 -1.665


# 6
The ion C30H28N3 with charge +1 at a distorted geometry. Source: OMol25; level of theory: the ωB97M-V functional and the def2-TZVPD basis.

Properties
**Total charge**: +1
**Largest force on an atom**: 4.905 eV/Å
**ΔE to the lowest compared entry with this formula, charge and spin**: 126.9 kJ/mol
**E_LUMO**: -4.1 eV
**HOMO level**: -10.3672 eV
**Orbital gap**: 6.27 eV

Atoms and positions in Å:
C 3.654 2.596 4.605
C 2.189 2.636 4.064
N 1.194 2.770 5.210
C 0.037 3.583 5.305
C -0.214 4.848 4.796
C -1.472 5.417 5.065
C -2.427 4.731 5.838
C -2.141 3.463 6.344
C -0.879 2.924 6.169
C -0.241 1.712 6.625
C -0.717 0.529 7.198
C 0.187 -0.538 7.338
C 1.523 -0.461 6.901
C 1.985 0.704 6.286
C 1.069 1.697 6.095
N 1.992 1.562 3.200
C 1.622 1.659 1.876
C 0.382 2.202 1.381
C 0.189 3.564 1.631
C -0.936 4.205 1.122
C -1.827 3.498 0.296
C -1.579 2.160 -0.033
C -0.488 1.499 0.514
N 2.394 0.938 1.009
C 2.993 1.711 -0.106
C 2.323 1.407 -1.416
C 1.569 2.390 -2.042
C 0.964 2.110 -3.271
C 1.119 0.844 -3.852
C 1.877 -0.138 -3.208
C 2.480 0.133 -1.971
C 3.350 0.130 1.799
C 2.691 0.163 3.176
H 4.108 3.486 4.180
H 3.515 2.824 5.645
H 4.299 1.742 4.300
H 2.030 3.666 3.633
H 0.545 5.395 4.223
H -1.721 6.399 4.666
H -3.391 5.204 6.048
H -2.894 2.874 6.883
H -1.767 0.434 7.477
H -0.148 -1.469 7.807
H 2.214 -1.296 7.003
H 3.025 0.863 5.983
H 0.985 4.070 2.177
H -1.107 5.256 1.357
H -2.705 4.014 -0.104
H -2.258 1.652 -0.739
H -0.271 0.467 0.243
H 4.037 1.440 -0.133
H 2.898 2.782 0.130
H 1.473 3.370 -1.564
H 0.380 2.890 -3.758
H 0.661 0.638 -4.819
H 2.008 -1.123 -3.662
H 3.089 -0.617 -1.462
H 3.438 -0.886 1.358
H 4.327 0.652 1.785
H 1.812 -0.509 3.144
H 3.362 -0.108 4.022

Forces on atoms 1 to 3 (eV/Å):
C -0.418 1.119 -0.926
C -0.762 3.155 3.062
N 1.486 -0.222 -0.437


# 7
A structure of composition C30H29AuN3S2Se. Source: OMol25; level of theory: the ωB97M-V functional and the def2-TZVPD basis.

Properties
**Total charge**: +1
**Largest force on an atom**: 0.819 eV/Å
**ΔE to the lowest compared entry with this formula, charge and spin**: 0.0 kJ/mol
**E_LUMO**: -4.2 eV
**HOMO level**: -10.6611 eV
**Orbital gap**: 6.45 eV

Atoms and positions in Å:
Au 0.468 0.326 -0.125
C -0.864 -2.260 2.549
C 0.339 -1.431 2.838
N 0.984 -0.731 1.948
C 2.091 -0.103 2.486
C 2.267 -0.313 3.813
S 1.035 -1.338 4.404
C 2.969 0.611 1.561
C 4.242 1.031 1.753
S 4.885 1.617 0.284
C 3.429 1.275 -0.532
N 2.510 0.784 0.272
C 3.290 1.476 -1.998
H -1.140 -2.139 1.502
H -1.710 -1.963 3.171
H -0.652 -3.313 2.735
H 3.045 0.065 4.454
H 4.835 0.978 2.651
H 4.236 1.790 -2.434
H 2.528 2.225 -2.206
H 2.980 0.541 -2.468
N -1.305 -0.193 -0.745
C -2.413 -0.236 -0.135
C -2.688 0.161 1.288
C -1.969 1.165 1.935
C -2.186 1.438 3.277
C -3.120 0.705 3.995
C -3.842 -0.297 3.362
C -3.634 -0.563 2.017
C -3.515 -0.898 -0.905
C -4.807 -0.380 -0.884
C -5.804 -0.977 -1.641
C -5.517 -2.086 -2.424
C -4.228 -2.600 -2.451
C -3.230 -2.006 -1.696
H -1.252 1.757 1.382
H -1.634 2.235 3.759
H -3.293 0.921 5.041
H -4.571 -0.873 3.916
H -4.192 -1.355 1.537
H -5.030 0.489 -0.278
H -6.810 -0.579 -1.617
H -6.299 -2.553 -3.009
H -4.003 -3.469 -3.056
H -2.220 -2.395 -1.716
C -5.253 2.201 -4.142
C -3.980 2.290 -3.353
C -2.817 1.676 -3.791
C -1.624 1.777 -3.084
C -0.394 1.118 -3.634
C -1.616 2.507 -1.886
Se -0.013 2.641 -0.881
C -2.785 3.125 -1.406
C -2.804 3.976 -0.167
C -3.940 3.013 -2.162
H -5.143 1.544 -5.002
H -5.556 3.188 -4.499
H -6.064 1.818 -3.522
H -2.832 1.111 -4.716
H -0.603 0.679 -4.607
H -0.042 0.323 -2.971
H 0.414 1.843 -3.748
H -2.397 3.457 0.699
H -3.823 4.284 0.063
H -2.208 4.878 -0.315
H -4.839 3.515 -1.819

Forces on atoms 1 to 3 (eV/Å):
Au 0.165 0.467 0.653
C 0.021 -0.036 -0.020
C -0.157 -0.060 0.041